<A>
{"formula": "C2H3IO", "method": "the ωB97M-V functional and the def2-TZVPD basis", "species": ["I", "O", "C", "C", "H", "H", "H"], "xyz": [[-1.505, -1.573, 0.469], [1.521, -0.709, 0.818], [-0.568, 0.333, 0.009], [1.002, -0.004, -0.022], [-0.853, 0.727, -0.943], [-0.970, 1.043, 0.679], [1.373, 0.183, -1.009]], "charge": 0, "homo_energy_ev": -9.629, "e_lumo_ev": -0.23, "homo_lumo_gap_ha": 0.3454}

<B>
{"formula": "C2H3IO", "method": "the ωB97M-V functional and the def2-TZVPD basis", "species": ["I", "O", "C", "C", "H", "H", "H"], "xyz": [[-1.597, -1.799, 1.114], [1.599, 1.020, -1.653], [-0.318, -0.190, 1.262], [0.568, 0.476, -1.522], [-0.169, 0.130, -2.253], [-0.763, 0.761, 1.467], [0.681, -0.398, 1.586]], "charge": 0, "homo_energy_ev": [-8.207, -8.283], "e_lumo_ev": [-0.13, 0.24], "homo_lumo_gap_ha": [0.2968, 0.3132]}

Last place for stability: <B>

<A>
{"formula": "C31H32N8O4S3SeSr", "method": "the ωB97M-V functional and the def2-TZVPD basis", "species": ["Sr", "Se", "S", "S", "S", "O", "O", "O", "O", "N", "N", "N", "N", "N", "N", "N", "N", "C", "C", "C", "C", "C", "C", "C", "C", "C", "C", "C", "C", "C", "C", "C", "C", "C", "C", "C", "C", "C", "C", "C", "C", "C", "C", "C", "C", "C", "C", "C", "H", "H", "H", "H", "H", "H", "H", "H", "H", "H", "H", "H", "H", "H", "H", "H", "H", "H", "H", "H", "H", "H", "H", "H", "H", "H", "H", "H", "H", "H", "H", "H"], "xyz": [[1.018, -0.664, -0.885], [2.395, 1.723, -8.471], [-1.320, -2.421, -0.918], [1.298, -2.722, -3.134], [-0.592, -1.312, 3.962], [-4.015, 0.449, 0.963], [-0.075, 0.851, 0.268], [4.456, 0.007, 1.927], [0.161, 2.718, 1.493], [-2.122, -0.116, 2.079], [2.674, 0.432, -2.459], [-0.019, 0.467, -2.950], [0.892, 1.441, -7.557], [-1.042, 1.290, 3.536], [2.930, -2.461, -0.236], [3.464, 1.491, -7.066], [2.392, -0.019, 0.837], [-4.946, 1.778, 3.325], [0.587, -5.436, -3.096], [0.623, 1.692, 0.938], [1.254, 1.201, -6.342], [-4.917, 0.113, 5.537], [-5.687, 2.112, 4.450], [-4.184, -0.227, 4.403], [0.798, 0.699, -3.979], [-1.246, 0.008, 3.204], [4.543, 0.954, -4.415], [2.268, 0.696, -3.709], [-5.661, 1.285, 5.568], [2.688, 1.226, -6.073], [3.621, -2.061, 1.016], [0.236, 3.129, 4.527], [-0.180, 1.673, 4.652], [3.971, 0.424, -2.178], [3.183, 0.959, -4.719], [-3.425, 0.315, 2.021], [-0.729, -3.925, -1.654], [-1.328, 0.444, -3.144], [-1.070, 0.908, -5.459], [-4.171, 0.624, 3.303], [4.948, 0.684, -3.131], [0.279, -4.044, -2.532], [-0.930, 4.100, 4.746], [0.311, 0.935, -5.256], [-1.507, -5.186, -1.275], [-1.900, 0.657, -4.397], [2.129, 1.388, 1.106], [3.520, -0.548, 1.293], [1.031, 3.323, 5.251], [-0.993, 1.912, 2.729], [2.437, 1.679, 2.111], [-6.227, 1.550, 6.455], [-2.123, -4.984, -0.400], [-3.628, -1.156, 4.375], [-0.617, 5.133, 4.567], [3.132, -2.557, 1.857], [-1.755, 3.876, 4.062], [-1.456, 1.083, -6.456], [-4.958, 2.408, 2.442], [-2.176, -5.506, -2.092], [2.676, 2.049, 0.411], [-1.315, 4.033, 5.771], [-4.902, -0.545, 6.399], [5.255, 1.165, -5.203], [-1.940, 0.231, -2.272], [-2.973, 0.613, -4.516], [-0.844, -6.034, -1.048], [-6.291, 3.012, 4.451], [4.237, 0.214, -1.141], [5.994, 0.664, -2.858], [2.744, -3.451, -0.265], [0.960, -6.121, -2.316], [4.677, -2.332, 1.044], [-1.681, -0.283, 1.179], [0.689, 1.020, 4.680], [-0.736, 1.508, 5.580], [0.649, 3.279, 3.525], [-0.308, -5.906, -3.538], [1.352, -5.356, -3.866], [3.514, -2.254, -1.038]], "charge": -2, "homo_energy_ev": -0.281, "e_lumo_ev": 3.08, "homo_lumo_gap_ha": 0.1236}

<B>
{"formula": "C31H32N8O4S3SeSr", "method": "the ωB97M-V functional and the def2-TZVPD basis", "species": ["Sr", "Se", "S", "S", "S", "O", "O", "O", "O", "N", "N", "N", "N", "N", "N", "N", "N", "C", "C", "C", "C", "C", "C", "C", "C", "C", "C", "C", "C", "C", "C", "C", "C", "C", "C", "C", "C", "C", "C", "C", "C", "C", "C", "C", "C", "C", "C", "C", "H", "H", "H", "H", "H", "H", "H", "H", "H", "H", "H", "H", "H", "H", "H", "H", "H", "H", "H", "H", "H", "H", "H", "H", "H", "H", "H", "H", "H", "H", "H", "H"], "xyz": [[-1.429, 1.272, -0.484], [-2.164, 8.895, 2.998], [-0.175, -3.881, -0.648], [0.734, 0.202, -2.404], [-0.806, 3.256, -2.804], [2.228, -6.536, 2.654], [-3.412, 0.467, -1.697], [-3.557, -1.119, 2.951], [-5.612, 0.064, -1.559], [-2.781, 3.548, -0.055], [2.317, -3.347, 0.148], [-0.420, 3.220, 1.230], [-0.980, 7.570, 3.214], [-3.128, 7.976, 1.803], [-2.996, -0.102, 0.938], [-0.367, -0.565, 1.352], [1.265, -5.115, 1.193], [1.207, -4.088, 0.221], [-0.611, 5.340, 2.310], [0.710, 3.013, 1.882], [-2.763, -0.626, 2.118], [-4.600, 4.882, -0.816], [-3.044, 5.772, 0.761], [-1.349, 6.597, 2.435], [4.386, -1.227, 0.593], [-4.194, 5.923, -0.014], [5.720, -6.562, -0.877], [0.576, 5.107, 3.000], [3.121, -1.045, -0.239], [-1.275, -0.620, 2.516], [-1.095, 4.355, 1.447], [-3.856, 3.701, -0.812], [-2.549, 6.820, 1.646], [1.246, 3.922, 2.793], [2.606, -2.331, -0.859], [2.299, -5.913, 1.611], [-4.351, -0.186, 0.435], [-0.610, 0.557, -3.519], [5.854, -6.479, 0.502], [-2.358, 4.558, 0.698], [4.468, -6.433, -1.467], [-1.206, 1.761, -3.678], [3.352, -6.197, -0.682], [4.735, -6.261, 1.292], [-1.134, -0.629, -4.301], [3.488, -6.101, 0.701], [-4.470, 0.133, -1.075], [-2.379, 1.865, -4.632], [-0.613, -1.309, 0.703], [0.583, -0.751, 1.652], [4.809, -6.212, 2.370], [-5.474, 4.962, -1.447], [3.367, -2.743, -1.535], [0.378, -5.299, 1.639], [1.699, -2.126, -1.431], [-2.213, -0.746, -4.164], [3.292, -0.348, -1.061], [-0.947, -0.520, -5.379], [-1.088, 0.258, 3.145], [-4.124, 2.849, -1.431], [-4.736, 6.859, 0.025], [-2.138, 1.468, -5.625], [3.069, -3.578, 0.777], [4.205, -1.806, 1.505], [1.220, 2.083, 1.652], [2.323, -0.593, 0.353], [5.164, -1.743, 0.021], [4.793, -0.264, 0.906], [2.172, 3.699, 3.303], [-3.235, 1.303, -4.242], [6.592, -6.730, -1.496], [4.361, -6.503, -2.542], [-0.646, -1.542, -3.963], [-1.117, -1.505, 3.141], [2.378, -6.088, -1.143], [0.950, 5.864, 3.677], [-4.787, -1.178, 0.596], [-5.031, 0.507, 0.952], [6.828, -6.584, 0.962], [-2.674, 2.908, -4.740]], "charge": -2, "homo_energy_ev": -0.120, "e_lumo_ev": 2.81, "homo_lumo_gap_ha": 0.1076}

Last place for stability: <A>